A 11-piece molecular cluster, C99H209N11O11 overall at a distorted geometry. Source: the Open Molecules 2025 dataset; level of theory: the ωB97M-V functional and the def2-TZVPD basis.

The geometry in XYZ format:
```
330
Properties=species:S:1:pos:R:3:forces:R:3:lowdin_charge:R:1
C 4.39851 -2.46530 -1.63462 0.10 -0.25 -0.20 -0.03
C 3.98656 -3.22979 -2.97341 0.93 1.25 2.76 -0.47
C 5.30104 -3.77963 -3.47968 -0.14 -0.35 -2.03 -0.04
C 3.06771 -4.38983 -2.55331 -0.62 -0.52 -0.07 -0.15
C 2.18319 -4.95181 -3.66410 -0.25 1.21 0.16 -0.15
C 1.38980 -3.75706 -4.37322 1.03 -2.04 0.36 -0.09
C 2.34482 -2.62807 -4.89578 0.31 -1.09 0.93 -0.46
C 3.03215 -3.17066 -6.21348 0.34 0.46 0.58 -0.01
C 1.46088 -1.45608 -5.16346 -0.33 1.60 -2.02 -0.06
N 3.28278 -2.24813 -3.80093 -1.49 -0.95 0.64 -0.09
O 3.96091 -1.03751 -3.99201 0.82 -0.47 -1.17 -0.02
H 3.55481 -2.10511 -1.04596 -0.24 -0.10 -0.06 0.06
H 5.03453 -3.08358 -1.00113 -0.33 -0.53 0.00 0.06
H 5.07532 -1.61880 -1.75069 -0.17 0.23 -0.69 0.07
H 5.87712 -4.35467 -2.75473 -0.11 0.27 0.09 0.09
H 5.05229 -4.44297 -4.30805 0.15 -0.48 -0.08 0.07
H 5.89613 -3.01996 -3.98649 0.21 0.26 0.49 0.09
H 3.59356 -5.25234 -2.14385 0.88 0.18 -0.14 0.12
H 2.42567 -4.17324 -1.69951 -0.16 0.79 -0.10 0.08
H 2.78267 -5.57951 -4.32344 0.12 0.54 -0.65 0.10
H 1.57742 -5.72275 -3.18787 -0.76 0.31 -0.06 0.09
H 0.56119 -3.37593 -3.77635 0.44 0.27 0.66 0.10
H 0.82754 -4.24315 -5.17051 0.28 0.33 -0.67 0.10
H 3.59467 -4.08905 -6.04546 -0.50 -0.35 0.32 0.06
H 3.83673 -2.54781 -6.60436 -0.29 0.70 0.11 0.08
H 2.30724 -3.32995 -7.01175 -0.07 -0.02 0.10 0.08
H 0.90492 -0.85284 -4.44575 0.27 -0.92 1.03 0.07
H 0.70155 -1.77748 -5.87636 -0.05 0.04 -0.25 0.09
H 2.03464 -0.66346 -5.64372 0.17 -0.07 -0.43 0.08
H 3.73674 -0.42086 -3.29123 -0.55 -0.14 0.36 0.08
C 5.31560 -5.13404 3.93506 -0.27 -0.73 -0.64 -0.03
C 4.33119 -4.01936 3.47526 -0.77 0.56 1.59 -0.44
C 3.02509 -4.60642 2.81253 1.36 -0.74 -0.40 -0.02
C 3.84530 -3.26248 4.81083 1.59 0.07 -0.74 -0.11
C 4.88898 -2.20482 5.28237 -0.58 -0.49 -0.70 -0.17
C 5.19350 -1.22787 4.12879 -0.58 -0.66 0.95 -0.13
C 5.78959 -1.93256 2.87253 -0.27 1.41 -0.13 -0.45
C 5.65681 -0.91656 1.69334 0.26 -1.37 -0.66 -0.03
C 7.29024 -2.20733 3.08740 0.40 -0.98 -0.35 -0.03
N 4.93519 -3.09786 2.50160 -0.65 1.36 1.83 -0.12
O 5.39034 -3.81621 1.39062 0.10 0.07 -0.16 -0.01
H 4.86812 -5.76267 4.70492 -0.18 0.03 0.01 0.08
H 5.56123 -5.79713 3.10556 -0.27 -0.05 -0.23 0.07
H 6.31168 -4.87736 4.29566 -0.21 0.88 0.18 0.08
H 2.34196 -5.11446 3.49322 0.08 0.24 0.22 0.08
H 2.48659 -3.91106 2.16865 -0.04 0.59 0.49 0.07
H 3.33550 -5.36832 2.09750 0.09 -0.33 0.01 0.06
H 2.86181 -2.79814 4.73857 0.00 0.15 -0.54 0.10
H 3.73141 -4.03420 5.57213 0.03 -0.09 -0.01 0.10
H 4.45193 -1.69700 6.14214 0.19 0.25 0.03 0.09
H 5.81653 -2.66916 5.61726 -0.02 -0.22 0.06 0.10
H 5.80513 -0.41703 4.52445 0.73 -0.18 -0.36 0.12
H 4.26094 -0.69091 3.95532 -0.30 -0.24 -0.76 0.09
H 4.62284 -0.84079 1.35680 -0.12 0.27 0.36 0.06
H 6.16148 -1.41304 0.86453 0.16 0.13 -0.32 0.07
H 6.13187 0.05949 1.79201 -0.08 -0.05 0.54 0.08
H 7.70167 -2.97224 2.42882 -0.61 -0.47 -0.27 0.08
H 7.52390 -2.58509 4.08279 -0.01 0.36 0.18 0.07
H 7.95880 -1.40057 2.78694 -0.39 0.63 0.60 0.08
H 4.59483 -3.70462 0.86497 0.23 -0.32 -0.80 0.07
C -0.43192 4.37133 1.79585 -0.54 0.75 0.80 -0.03
C -0.80545 5.88073 2.04964 -0.87 -0.85 -0.99 -0.44
C -2.09056 5.98310 2.94447 -0.13 -0.07 -0.74 -0.02
C 0.34848 6.55906 2.76674 -1.04 0.86 -1.00 -0.15
C 0.26448 8.07327 2.55977 1.51 0.03 0.25 -0.17
C 0.35457 8.43086 1.05329 -0.87 -0.04 2.13 -0.13
C -0.87664 7.86584 0.35283 -0.69 -0.03 -1.54 -0.47
C -2.18443 8.56803 0.78577 -0.80 1.40 -0.16 -0.03
C -0.63905 8.09184 -1.22465 -0.66 -0.17 1.01 -0.01
N -1.00859 6.44907 0.66973 2.63 -0.39 0.80 -0.13
O -2.05116 5.80096 0.01955 -0.59 0.24 -0.20 -0.01
H 0.54709 4.22078 1.34089 0.06 0.41 -0.22 0.08
H -0.39094 3.85689 2.75594 -0.14 0.01 0.12 0.06
H -1.18598 3.86289 1.19503 -0.01 0.03 0.08 0.06
H -2.20066 6.92797 3.47664 0.69 -0.08 0.46 0.07
H -3.02334 6.00819 2.38109 0.14 -0.57 -0.52 0.07
H -2.13572 5.11123 3.59709 -0.02 0.24 0.32 0.06
H 0.28582 6.28890 3.82087 0.38 -0.10 0.01 0.13
H 1.28806 6.28968 2.28431 0.19 -0.46 0.32 0.11
H -0.51398 8.61934 3.09260 -0.39 -0.35 -0.19 0.11
H 1.18940 8.40323 3.03280 0.13 0.57 0.04 0.09
H 1.32539 8.08480 0.69855 -0.22 -0.19 -0.45 0.11
H 0.32759 9.52040 1.03687 0.05 0.04 -0.54 0.12
H -2.08155 9.63196 0.99922 0.54 0.25 -0.05 0.08
H -2.73772 8.21766 1.65709 0.67 -0.61 0.17 0.07
H -2.97349 8.58774 0.03403 0.26 -0.43 -0.51 0.08
H -1.44224 7.68280 -1.83756 -0.16 -0.11 0.23 0.07
H 0.29080 7.68089 -1.61784 0.13 -0.17 0.45 0.05
H -0.61720 9.16160 -1.43262 -0.01 0.13 0.19 0.08
H -1.57246 5.17212 -0.52544 -0.22 -0.16 -0.29 0.10
C 1.87092 -0.35674 1.65965 0.52 -1.18 -0.91 -0.03
C 0.54445 0.31929 1.19446 0.53 -0.94 3.07 -0.43
C 0.04699 1.18262 2.40362 -1.10 -0.53 -1.38 -0.02
C 0.80148 1.24203 0.01893 -0.06 -0.62 -1.21 -0.12
C 1.06202 0.44885 -1.27840 -0.78 -0.25 -0.12 -0.16
C -0.14414 -0.50736 -1.60717 1.59 1.43 1.37 -0.09
C -0.49711 -1.42276 -0.38739 -0.35 -0.20 -1.31 -0.48
C -1.88920 -1.96111 -0.67879 -0.93 -0.69 -0.06 -0.03
C 0.44321 -2.61928 -0.47877 1.28 -0.22 -0.36 -0.04
N -0.50143 -0.71504 0.88947 -0.66 2.61 -0.74 -0.08
O -0.88439 -1.56084 1.97933 1.09 0.55 -1.18 0.00
H 1.90043 -1.20826 2.33946 -1.32 0.04 0.69 0.07
H 2.25898 -0.92093 0.81159 0.60 0.49 -0.50 0.05
H 2.66327 0.24338 2.10700 -0.18 0.69 -0.49 0.06
H -0.14131 0.62609 3.32173 0.54 0.06 -0.03 0.06
H 0.63434 2.09418 2.51391 0.37 -0.40 0.28 0.07
H -0.94408 1.51768 2.09765 -0.25 0.26 0.04 0.07
H -0.05183 1.89934 -0.14809 -0.25 0.02 0.14 0.11
H 1.65080 1.88731 0.24336 0.06 -0.02 0.14 0.10
H 1.18761 1.07233 -2.16361 -0.02 0.44 0.22 0.10
H 2.02008 -0.06656 -1.21073 -0.03 -0.42 0.12 0.09
H 0.17456 -1.02665 -2.51098 -0.40 -0.68 0.28 0.09
H -0.96670 0.15017 -1.88851 -0.29 -0.12 0.21 0.10
H -2.60510 -1.23835 -1.07022 0.21 0.34 -0.06 0.08
H -2.42096 -2.42148 0.15391 0.38 0.01 0.39 0.07
H -1.76830 -2.76621 -1.40355 -0.31 0.15 -0.30 0.07
H 0.58951 -3.18959 0.43853 -0.32 -0.34 0.03 0.06
H 1.45947 -2.39332 -0.80168 0.17 0.69 0.31 0.05
H 0.15240 -3.24463 -1.32285 -0.39 -0.42 0.42 0.08
H -0.36953 -2.31895 1.69333 0.03 -0.93 1.00 0.04
C -2.59354 2.34302 5.25903 -0.14 1.67 -0.31 -0.05
C -1.88830 1.31219 6.08281 -1.34 -1.92 -0.05 -0.50
C -2.32451 1.47900 7.57216 0.15 -0.16 0.66 -0.02
C -2.39665 -0.01011 5.42426 -0.29 -0.31 0.62 -0.14
C -1.77223 -1.26966 5.93503 0.53 0.34 1.11 -0.18
C -0.25500 -1.13393 5.83623 -0.76 -0.58 -1.10 -0.15
C 0.38910 0.18171 6.29247 0.57 -0.15 -0.39 -0.44
C 0.54309 0.07147 7.80367 -0.17 0.92 0.30 -0.04
C 1.82384 0.25043 5.53886 -1.79 0.50 0.93 0.01
N -0.46565 1.33885 5.86036 0.64 -0.71 -0.94 -0.09
O 0.05290 2.61712 6.18666 0.44 -0.33 0.70 -0.02
H -2.42537 2.27840 4.18402 0.31 -0.34 -0.06 0.08
H -3.67388 2.28339 5.39101 0.01 -0.09 0.18 0.09
H -2.28085 3.34319 5.55902 -0.12 0.19 0.09 0.08
H -1.71467 2.26729 8.01351 0.01 0.07 0.05 0.08
H -3.35884 1.70411 7.83212 -0.32 0.61 -1.05 0.08
H -2.25629 0.61776 8.23679 0.81 -0.44 -0.41 0.06
H -3.47337 -0.05603 5.58756 -0.17 0.13 -0.26 0.12
H -2.17877 -0.04031 4.35669 -0.26 0.65 -0.17 0.10
H -2.01370 -1.47183 6.97855 -0.30 0.12 0.23 0.10
H -2.10837 -2.14871 5.38514 0.05 0.04 -0.18 0.11
H -0.04171 -1.27630 4.77683 0.33 -0.14 -0.15 0.10
H 0.08453 -2.00629 6.39462 0.92 0.23 -0.03 0.12
H -0.38271 -0.20823 8.30642 -0.02 -0.49 -0.32 0.06
H 0.69285 1.07094 8.21198 0.78 -0.02 0.16 0.08
H 1.32107 -0.64974 8.05412 0.10 0.26 0.18 0.09
H 2.31109 1.19527 5.77962 0.17 -0.08 0.13 0.07
H 1.67073 0.21415 4.46027 -0.08 -0.06 0.05 0.05
H 2.43743 -0.59887 5.83936 -0.03 0.08 0.11 0.06
H 0.28017 2.99857 5.33551 0.05 -0.01 -0.19 0.09
C -3.66041 2.18067 0.14960 -0.15 -0.46 0.03 -0.02
C -4.93593 1.43537 0.75763 1.55 1.21 -0.03 -0.39
C -5.44709 2.41887 1.88989 -0.61 0.10 0.45 -0.03
C -5.92100 1.34647 -0.42691 -1.44 -0.81 0.91 -0.14
C -7.17674 0.47159 -0.08570 0.79 1.49 0.02 -0.19
C -6.75051 -0.88007 0.32764 1.22 -1.09 -0.06 -0.13
C -5.57472 -0.94319 1.45108 -1.28 0.83 -0.60 -0.47
C -6.20346 -0.69811 2.80393 -0.81 0.95 0.63 -0.03
C -5.09402 -2.34433 1.45791 1.40 -1.74 -0.72 -0.07
N -4.50594 0.02726 1.11899 -2.68 0.79 -2.95 -0.11
O -3.43839 -0.02398 1.94221 0.73 0.26 2.03 -0.01
H -2.85485 1.56650 -0.25285 -0.10 -0.86 0.31 0.06
H -3.94532 2.70582 -0.76207 -0.31 0.60 0.30 0.07
H -3.16280 2.84177 0.85912 -0.30 0.19 -0.01 0.06
H -5.66786 3.42719 1.53969 0.02 -0.06 -0.96 0.08
H -6.36664 2.17305 2.42103 -0.23 -0.66 -0.38 0.06
H -4.81275 2.70510 2.72881 0.94 -0.84 -0.15 0.06
H -6.34911 2.27425 -0.80642 0.56 0.60 0.52 0.12
H -5.37235 0.94329 -1.27811 -0.03 -0.48 0.01 0.09
H -7.78196 0.86449 0.73127 0.14 0.76 0.02 0.10
H -7.81267 0.51460 -0.96991 -0.16 -0.51 -0.03 0.10
H -6.44109 -1.35978 -0.60092 0.69 -0.41 0.11 0.11
H -7.61859 -1.46823 0.62529 0.10 -0.13 0.59 0.12
H -5.51802 -0.28103 3.54171 0.32 -0.37 -0.01 0.08
H -6.68176 -1.60217 3.18077 0.11 0.04 0.15 0.08
H -6.98462 0.05835 2.72887 -0.18 0.04 -0.01 0.07
H -5.87223 -3.04009 1.77162 -0.19 0.11 -0.20 0.09
H -4.23002 -2.59960 2.07145 0.02 0.66 0.60 0.08
H -4.72409 -2.65166 0.47975 -0.32 0.00 -0.40 0.07
H -2.66179 -0.04302 1.37819 0.48 -0.30 -0.30 0.06
C 4.76401 7.88975 2.42942 -0.57 -0.69 -0.08 -0.03
C 5.00775 6.69366 3.38664 0.42 -0.45 -0.23 -0.45
C 6.37340 6.99176 4.07163 -0.02 -0.24 -0.27 -0.03
C 3.87310 6.74123 4.43413 0.67 1.63 -0.70 -0.16
C 3.67896 5.54497 5.27096 0.15 -2.08 -0.33 -0.16
C 3.64477 4.29649 4.34444 -1.75 0.12 0.86 -0.14
C 4.72450 4.14277 3.32352 1.93 -3.43 0.06 -0.48
C 6.04168 3.54348 4.00148 -0.23 1.24 -0.53 -0.01
C 4.25932 3.00253 2.26189 -0.31 1.33 -0.04 -0.01
N 4.89665 5.37820 2.63938 -0.85 2.67 0.59 -0.10
O 5.88524 5.35550 1.64532 0.33 -0.58 -0.10 -0.01
H 5.49725 8.08656 1.64730 0.41 -0.24 0.39 0.08
H 3.83330 7.72358 1.88696 -0.26 0.02 0.08 0.07
H 4.64561 8.76594 3.06689 0.03 0.15 -0.18 0.08
H 6.60436 6.34471 4.91785 -0.01 -0.12 -0.10 0.07
H 7.19486 6.98315 3.35524 -0.02 -0.43 -0.09 0.08
H 6.38505 8.01818 4.43826 -0.32 0.05 0.15 0.08
H 4.14991 7.60442 5.03942 -0.29 0.17 0.22 0.12
H 2.96340 7.01636 3.90043 -0.20 -0.19 0.02 0.10
H 4.44482 5.39898 6.03269 0.22 0.20 -0.02 0.11
H 2.72651 5.56087 5.80076 -0.02 0.18 0.06 0.11
H 2.69009 4.30394 3.81848 -0.25 0.45 -0.38 0.11
H 3.49363 3.40447 4.95235 0.67 -0.25 0.09 0.11
H 6.29978 4.12014 4.88971 -0.15 -0.18 0.26 0.06
H 6.88549 3.70470 3.33060 -0.03 -0.14 -0.22 0.07
H 5.99178 2.47961 4.23342 -0.32 0.08 0.03 0.07
H 4.98322 2.57776 1.56644 0.80 0.23 0.41 0.06
H 3.56053 3.49196 1.58347 -0.52 0.12 0.03 0.06
H 3.74987 2.13438 2.68007 0.02 0.23 0.54 0.06
H 5.40726 4.85218 0.98213 0.29 0.07 -0.70 0.08
C -2.65931 -6.23527 -3.93140 0.10 0.42 -1.22 -0.03
C -3.56192 -5.83509 -5.17850 0.38 -0.31 -0.81 -0.44
C -2.59773 -5.58416 -6.44067 -1.18 0.43 0.70 -0.04
C -4.50852 -7.01470 -5.60300 -1.33 -0.10 1.81 -0.11
C -5.85102 -7.14371 -4.70288 1.17 1.54 -1.53 -0.14
C -6.57412 -5.76592 -4.73367 1.09 -0.05 0.41 -0.14
C -5.64738 -4.62468 -4.21926 0.45 0.94 0.24 -0.49
C -6.40062 -3.26435 -4.41955 0.34 -1.06 -0.51 -0.03
C -5.31817 -4.76353 -2.74189 -0.55 0.00 -0.16 -0.04
N -4.38857 -4.62044 -5.04311 -0.85 0.38 -1.24 -0.09
O -3.59616 -3.43111 -4.83282 0.06 -1.11 1.18 -0.04
H -2.31859 -5.36093 -3.37683 -0.26 0.16 0.02 0.07
H -3.04243 -6.98089 -3.23472 -0.37 0.09 -0.13 0.07
H -1.75471 -6.64422 -4.38146 0.11 -0.28 0.18 0.07
H -2.06369 -6.44652 -6.83971 0.21 -0.21 0.73 0.08
H -3.20814 -5.28115 -7.29136 -0.32 0.22 0.13 0.07
H -1.94627 -4.73933 -6.21712 0.29 -0.26 0.01 0.06
H -4.82634 -6.95561 -6.64395 0.25 0.21 -0.03 0.11
H -3.95985 -7.94040 -5.42940 0.19 -0.04 -0.35 0.11
H -6.54601 -7.88207 -5.10278 0.33 -0.26 -0.05 0.10
H -5.53325 -7.44401 -3.70441 -0.33 0.12 0.12 0.09
H -7.51823 -5.83437 -4.19322 0.13 0.28 0.49 0.11
H -6.87494 -5.43144 -5.72651 0.21 -0.54 -0.40 0.11
H -7.34546 -3.27370 -3.87614 0.05 -0.10 0.19 0.08
H -6.65664 -3.21915 -5.47809 0.07 0.40 -0.11 0.08
H -5.82571 -2.38774 -4.12102 0.08 -0.15 -0.05 0.06
H -6.28457 -4.65940 -2.24863 0.11 -0.34 0.55 0.09
H -4.68839 -3.94646 -2.38993 0.19 -0.07 -0.10 0.08
H -4.84883 -5.73066 -2.56164 -0.12 0.13 0.39 0.06
H -3.73958 -2.82455 -5.56297 -0.46 -0.29 -0.46 0.08
C 0.37658 -8.80018 0.17753 -0.34 -0.20 -0.53 -0.04
C -0.14738 -7.34562 0.34663 0.59 -0.61 0.68 -0.43
C 1.08843 -6.43094 0.08711 -0.59 0.46 0.29 -0.02
C -1.28366 -7.00244 -0.68229 0.21 0.35 0.82 -0.12
C -2.18526 -5.84419 -0.27815 0.17 0.15 1.37 -0.17
C -2.78746 -6.12937 1.13034 0.88 -0.53 -2.20 -0.11
C -1.65934 -6.36942 2.17115 -1.54 1.34 1.36 -0.51
C -1.12583 -5.00245 2.69730 -0.89 -0.69 -0.32 0.00
C -2.39768 -7.01776 3.36326 0.14 -1.29 -0.21 -0.05
N -0.64220 -7.28551 1.75251 -0.75 -0.44 -2.09 -0.12
O 0.37550 -7.44301 2.72247 -0.27 0.10 -0.39 0.00
H 0.40806 -9.09239 -0.87209 0.71 0.43 -0.29 0.08
H 1.33809 -8.90324 0.68050 0.11 -0.01 -0.34 0.08
H -0.23823 -9.62316 0.54197 -0.59 0.48 0.63 0.08
H 0.84800 -5.39097 0.30795 -0.19 0.14 -0.19 0.05
H 1.95263 -6.63225 0.72015 -0.17 -0.46 0.04 0.07
H 1.39670 -6.48980 -0.95673 0.02 -0.09 -0.03 0.07
H -0.76401 -6.70701 -1.59376 -0.14 -0.50 -0.29 0.10
H -1.98332 -7.82502 -0.83047 0.48 -0.50 -0.20 0.12
H -1.59988 -4.92667 -0.21820 -0.03 0.25 -0.17 0.09
H -3.00119 -5.70675 -0.98771 0.14 0.08 -0.15 0.09
H -3.41191 -7.00876 0.97270 0.22 -0.57 0.36 0.11
H -3.55152 -5.37713 1.32641 0.56 0.44 0.81 0.11
H -0.46893 -5.20430 3.54338 0.06 0.36 -0.10 0.08
H -2.05264 -4.51816 3.00484 0.31 0.49 0.39 0.08
H -0.66351 -4.37582 1.93461 0.21 -0.20 -0.03 0.05
H -2.73076 -8.02243 3.10286 0.04 -0.20 -0.64 0.08
H -3.35018 -6.55582 3.62297 0.48 0.64 0.47 0.09
H -1.70445 -7.25877 4.16914 -0.25 0.80 0.52 0.08
H 0.10458 -8.29911 3.06201 0.46 -0.18 0.39 0.10
C -2.56859 0.68920 -6.44386 -0.65 -1.52 -1.47 -0.06
C -3.66086 0.99025 -5.43924 0.93 1.27 0.01 -0.48
C -3.39812 0.18152 -4.14782 -1.18 0.12 -0.05 0.00
C -3.37534 2.48984 -5.20372 -1.53 0.82 2.22 -0.14
C -4.54069 3.16838 -4.45056 -1.21 0.11 -1.16 -0.18
C -5.89002 3.11344 -5.26522 1.87 -2.18 1.58 -0.09
C -6.24636 1.58826 -5.52325 -0.37 -0.11 -0.42 -0.45
C -6.89773 0.92126 -4.25166 1.76 0.24 -0.64 -0.02
C -7.28344 1.50007 -6.65976 -0.02 0.15 -0.38 -0.06
N -5.01422 0.90499 -6.09751 0.50 2.20 1.38 -0.10
O -5.32647 -0.33807 -6.62352 0.29 -0.96 0.08 -0.03
H -2.63357 -0.35622 -6.74549 0.44 -0.38 0.25 0.07
H -2.79222 1.18044 -7.39083 0.08 0.48 0.06 0.09
H -1.55434 0.94299 -6.13564 -0.21 -0.05 0.28 0.09
H -3.52687 -0.88139 -4.35213 0.01 -0.08 0.20 0.07
H -2.44247 0.34599 -3.65005 0.32 0.08 -0.63 0.07
H -4.11538 0.48845 -3.38661 -0.22 -0.24 0.06 0.05
H -2.60305 2.67560 -4.45729 0.83 -0.75 -0.38 0.11
H -3.08107 3.00954 -6.11554 -0.38 0.01 -0.05 0.12
H -4.77146 2.72668 -3.48116 0.41 -0.58 0.08 0.08
H -4.32299 4.19685 -4.16255 0.17 0.23 -0.41 0.10
H -5.69256 3.63319 -6.20276 -0.84 0.26 0.10 0.11
H -6.58496 3.45402 -4.49765 -0.69 0.71 -0.98 0.11
H -6.11154 0.90373 -3.49687 -0.35 0.23 0.46 0.04
H -7.11899 -0.13412 -4.41072 -0.32 0.10 -0.31 0.07
H -7.76842 1.49150 -3.92788 0.04 -0.15 0.03 0.08
H -6.89974 2.03740 -7.52704 0.01 0.06 -0.15 0.08
H -8.26975 1.91011 -6.44263 0.17 0.32 0.46 0.08
H -7.49653 0.47874 -6.97532 0.19 -0.08 0.20 0.07
H -5.44630 -0.10797 -7.54780 0.01 -0.44 -0.25 0.10
C 5.06398 2.58166 -4.39913 -0.08 0.30 0.36 -0.02
C 5.37115 3.08004 -2.98643 -0.55 1.46 0.43 -0.46
C 6.16573 2.03461 -2.20519 -0.13 -0.42 1.07 -0.05
C 6.29759 4.34895 -3.01464 -0.25 0.03 -1.13 -0.14
C 5.67867 5.65152 -3.56278 -0.87 -1.14 1.46 -0.16
C 4.35272 5.90852 -2.77080 1.59 0.81 -0.83 -0.13
C 3.37423 4.74721 -2.63709 0.46 0.19 0.04 -0.52
C 2.41879 5.13815 -1.51332 -0.67 -1.25 0.13 -0.03
C 2.63018 4.60577 -3.93632 -0.82 -0.59 -0.46 -0.03
N 4.08002 3.48802 -2.28975 3.55 1.32 0.57 -0.11
O 3.40832 2.39218 -1.78781 -1.31 -0.47 -0.57 -0.02
H 5.77528 1.79433 -4.64863 0.05 0.32 -0.63 0.09
H 4.05269 2.18435 -4.48597 0.06 -0.27 0.26 0.08
H 5.06101 3.48352 -5.01129 0.43 -0.49 -0.66 0.06
H 7.23811 1.97623 -2.39149 -0.05 0.26 -1.02 0.09
H 6.24139 2.26084 -1.14162 -0.65 0.19 0.35 0.08
H 5.78227 1.01889 -2.30207 -0.17 -0.01 -0.06 0.07
H 6.71572 4.55367 -2.02907 -0.11 -0.18 0.15 0.11
H 7.11978 4.11970 -3.69254 0.32 -0.32 0.17 0.12
H 6.39538 6.45760 -3.40574 -0.14 0.12 0.02 0.11
H 5.48971 5.60072 -4.63507 -0.09 -0.13 -0.03 0.10
H 3.91332 6.72408 -3.34516 -0.77 -0.03 0.20 0.12
H 4.55674 6.34340 -1.79235 0.32 -0.22 0.17 0.11
H 1.60721 4.41123 -1.54541 -0.23 -0.13 0.29 0.08
H 1.92692 6.10827 -1.58415 0.46 0.14 -0.31 0.07
H 2.89945 5.02970 -0.54105 0.10 0.17 0.03 0.08
H 2.10708 3.65385 -3.84509 -0.47 0.03 -0.36 0.09
H 3.24907 4.53971 -4.83113 0.20 0.08 0.19 0.07
H 1.92545 5.42227 -4.09377 -0.14 -0.03 0.07 0.09
H 3.88048 2.15996 -0.98486 -0.01 0.11 0.32 0.09
```
Forces are in eV/Å.

Properties
Energy relative to the best compared isomer or geometry (same formula, charge and spin) ... 423.7 kJ/mol
HOMO-LUMO gap ... 8.2 eV
SMILES string ... CC1(C)CCCC(C)(C)N1O.CC1(C)CCCC(C)(C)N1O.CC1(C)CCCC(C)(C)N1O.CC1(C)CCCC(C)(C)N1O.CC1(C)CCCC(C)(C)N1O.CC1(C)CCCC(C)(C)N1O.CC1(C)CCCC(C)(C)N1O.CC1(C)CCCC(C)(C)N1O.CC1(C)CCCC(C)(C)N1O.CC1(C)CCCC(C)(C)N1O.CC1(C)CCCC(C)(C)N1O